1.
89
Properties=species:S:1:pos:R:3:forces:R:3:lowdin_charge:R:1 method="wB97M-V/def2-TZVPD" largest_force_ev_per_a=0.3 e_homo_ev=-11.13 lumo_energy_ev=-4.06 e_tot_ev=-71753.402 total_charge=+1 orbital_gap_ev=7.07
C 0.143 2.686 2.353 -0.01 0.03 -0.11 -0.09
C -0.384 3.813 3.240 0.07 -0.01 0.02 -0.25
C -1.509 4.644 2.613 -0.05 -0.01 0.20 -0.25
C -2.594 3.790 1.944 0.04 0.12 -0.26 -0.42
P -3.667 2.969 3.131 0.11 -0.02 0.15 0.53
I -3.524 0.652 3.005 -0.03 -0.22 -0.09 0.79
H 0.296 3.024 1.324 0.03 0.00 0.03 0.09
H 1.107 2.330 2.716 -0.05 -0.02 0.03 0.08
H -0.531 1.824 2.313 0.04 0.03 0.01 0.04
H 0.436 4.495 3.470 -0.07 0.01 0.05 0.12
H -0.713 3.414 4.208 0.02 -0.05 -0.05 0.10
H -1.968 5.273 3.382 0.06 0.08 -0.08 0.11
H -1.111 5.329 1.862 0.00 -0.14 -0.07 0.13
H -2.151 3.000 1.332 -0.06 0.07 -0.03 0.05
H -3.251 4.380 1.300 0.04 0.02 0.04 0.10
H -3.316 3.349 4.424 -0.02 0.10 0.09 0.00
H -4.985 3.395 2.977 -0.10 -0.01 0.00 -0.01
O -3.495 1.358 -4.539 0.07 -0.06 0.10 0.11
C -3.232 1.509 -3.380 0.06 0.07 -0.04 -0.48
O -3.085 2.746 -2.842 0.02 -0.05 0.00 0.03
C -2.637 2.644 -1.481 0.06 -0.13 0.05 -0.16
C -3.067 1.251 -1.015 -0.16 0.11 0.04 -0.15
C -3.003 0.457 -2.314 -0.09 0.11 0.00 -0.06
H -1.553 2.765 -1.468 0.04 -0.02 0.02 0.11
H -3.101 3.455 -0.921 -0.04 0.04 -0.10 0.10
H -2.440 0.840 -0.226 0.06 0.01 -0.07 0.07
H -4.101 1.292 -0.659 0.00 -0.03 0.02 0.11
H -2.010 0.046 -2.475 0.10 -0.08 -0.04 0.12
H -3.736 -0.341 -2.405 0.02 0.00 -0.01 0.13
O -1.384 -0.774 1.196 -0.07 0.00 0.28 -0.03
C -0.346 -1.212 1.632 0.09 -0.10 -0.15 -0.51
O 0.767 -1.226 0.900 0.03 0.02 -0.03 0.05
C 1.841 -1.896 1.611 0.02 -0.03 0.04 -0.13
C 1.453 -1.798 3.080 -0.06 0.07 -0.02 -0.15
C -0.072 -1.819 2.996 0.06 0.08 -0.04 -0.07
H 1.888 -2.926 1.263 -0.01 -0.01 0.02 0.13
H 2.768 -1.389 1.361 -0.01 0.03 -0.01 0.13
H 1.893 -2.598 3.667 -0.03 -0.04 -0.04 0.10
H 1.787 -0.841 3.486 0.03 -0.01 0.01 0.12
H -0.473 -2.835 2.992 -0.01 0.00 0.01 0.14
H -0.580 -1.251 3.774 -0.03 -0.04 0.01 0.11
O 3.895 -3.744 2.675 -0.03 0.05 -0.01 0.09
C 4.753 -4.020 1.878 0.08 -0.03 0.04 -0.47
O 4.631 -5.076 1.052 -0.01 -0.03 0.00 0.03
C 5.828 -5.234 0.258 0.04 0.03 0.00 -0.14
C 6.482 -3.855 0.252 -0.11 -0.01 0.05 -0.14
C 6.064 -3.312 1.617 -0.08 0.01 -0.10 -0.07
H 6.453 -5.988 0.739 0.02 0.01 0.00 0.13
H 5.526 -5.595 -0.721 -0.02 0.01 0.00 0.13
H 7.557 -3.899 0.097 0.01 -0.03 0.04 0.12
H 6.048 -3.245 -0.541 0.02 0.00 -0.02 0.12
H 6.757 -3.588 2.415 -0.02 0.03 0.02 0.13
H 5.919 -2.237 1.665 0.07 0.01 0.08 0.12
O 0.764 2.653 -2.151 0.00 0.04 -0.02 0.10
C 0.669 2.293 -3.292 -0.08 0.00 -0.04 -0.48
O -0.148 1.276 -3.646 -0.04 -0.06 0.05 0.00
C -0.044 1.001 -5.061 0.01 0.00 -0.05 -0.13
C 0.498 2.290 -5.669 -0.02 0.04 0.09 -0.14
C 1.354 2.839 -4.528 -0.09 0.00 -0.01 -0.07
H 0.641 0.160 -5.189 0.01 0.01 0.00 0.13
H -1.033 0.720 -5.415 -0.01 0.04 0.03 0.12
H 1.040 2.119 -6.595 0.04 -0.02 0.02 0.12
H -0.327 2.972 -5.874 -0.01 -0.01 -0.02 0.12
H 2.375 2.451 -4.542 0.01 0.00 -0.02 0.13
H 1.400 3.923 -4.476 0.06 0.00 0.01 0.13
O 6.098 -1.130 4.208 -0.07 0.18 0.03 0.12
C 5.610 -1.881 5.001 -0.03 -0.22 -0.13 -0.49
O 5.877 -3.206 4.972 0.10 -0.02 0.05 0.01
C 5.085 -3.907 5.944 -0.08 -0.02 0.03 -0.15
C 4.712 -2.853 6.985 0.07 0.03 -0.06 -0.14
C 4.638 -1.590 6.131 0.08 -0.06 0.00 -0.07
H 4.212 -4.319 5.433 -0.01 0.03 -0.01 0.12
H 5.685 -4.725 6.335 0.02 0.01 0.02 0.13
H 3.793 -3.094 7.515 -0.03 0.00 -0.03 0.11
H 5.513 -2.758 7.718 -0.01 -0.01 0.02 0.12
H 3.651 -1.449 5.685 0.00 0.01 -0.01 0.12
H 4.922 -0.672 6.639 -0.03 0.02 -0.01 0.13
O -9.228 -1.197 -6.611 -0.02 0.04 0.04 0.12
C -8.155 -0.673 -6.607 0.07 -0.02 0.01 -0.49
O -7.294 -0.781 -7.648 0.01 -0.01 -0.03 0.02
C -6.044 -0.140 -7.339 0.02 0.00 0.03 -0.15
C -6.365 0.868 -6.240 -0.13 0.00 -0.02 -0.15
C -7.514 0.171 -5.517 0.00 0.04 -0.10 -0.08
H -5.344 -0.907 -6.998 0.01 0.01 0.01 0.13
H -5.663 0.303 -8.255 -0.02 0.01 -0.01 0.12
H -5.507 1.093 -5.613 0.01 -0.03 -0.03 0.08
H -6.722 1.797 -6.686 0.01 0.01 -0.01 0.12
H -7.162 -0.512 -4.740 0.00 0.00 0.01 0.13
H -8.256 0.835 -5.083 0.00 -0.02 0.04 0.12

=====

2.
93
Properties=species:S:1:pos:R:3:forces:R:3:lowdin_charge:R:1 method="wB97M-V/def2-TZVPD" largest_force_ev_per_a=0.9 e_homo_ev="-2.95 / -2.97" lumo_energy_ev="2.10 / 2.10" e_tot_ev=-209548.274 total_charge=-1 orbital_gap_ev="5.06 / 5.08"
Fe 2.096 -0.905 -0.751 0.58 -0.26 0.27 0.03
Cl 5.830 0.138 5.557 0.02 0.00 0.03 0.62
C 4.712 -0.216 4.266 -0.05 -0.01 -0.08 -0.68
C 3.370 -0.454 4.568 0.00 0.02 0.13 -0.14
C 2.490 -0.730 3.559 0.03 0.01 -0.11 -0.54
Cl 0.815 -1.051 3.942 -0.03 0.15 0.08 0.73
C 2.852 -0.768 2.172 0.09 0.25 0.24 -0.41
O 1.978 -1.015 1.291 -0.03 -0.31 0.02 -0.16
C 4.239 -0.546 1.923 0.10 0.00 -0.02 -0.12
C 4.811 -0.643 0.584 0.23 0.19 0.52 -0.19
O 4.241 -0.875 -0.452 -0.58 -0.06 -0.74 0.00
C 5.135 -0.275 2.963 -0.04 0.00 0.02 -0.07
H 3.026 -0.415 5.593 0.01 -0.02 0.00 0.10
H 5.906 -0.497 0.563 0.10 -0.02 -0.02 0.13
H 6.180 -0.112 2.725 0.00 0.01 -0.01 0.11
S 2.100 -0.761 -3.025 0.25 -0.03 -0.25 0.64
C 2.418 0.939 -3.338 -0.16 0.04 0.07 -0.69
C 2.643 1.381 -4.644 -0.02 0.00 -0.03 -0.16
C 2.859 2.719 -4.939 -0.01 0.00 -0.01 -0.14
C 2.866 3.652 -3.909 0.00 0.00 0.01 -0.14
C 2.656 3.228 -2.604 0.01 0.00 -0.01 -0.17
C 2.424 1.885 -2.291 0.04 0.00 0.05 -0.67
S 2.134 1.401 -0.622 -0.15 0.10 -0.07 0.62
H 2.642 0.643 -5.439 -0.01 0.00 0.01 0.08
H 3.023 3.029 -5.965 0.01 -0.01 0.00 0.08
H 3.042 4.702 -4.117 0.00 0.00 0.00 0.08
H 2.675 3.949 -1.796 0.02 0.01 0.01 0.08
N 0.108 -1.513 -0.859 0.12 -0.12 -0.16 0.00
C 0.110 -2.705 -0.012 0.08 -0.05 -0.20 -0.29
C -1.235 -3.389 0.223 0.03 -0.02 -0.08 -0.13
C -1.173 -4.625 1.133 -0.04 0.06 0.03 -0.17
C -0.576 -4.386 2.527 0.00 0.05 -0.01 -0.15
N 0.840 -4.007 2.546 -0.05 0.01 0.05 0.09
C 1.826 -4.709 2.025 0.03 -0.05 0.01 -0.45
N 1.712 -6.044 1.851 0.06 -0.09 0.01 0.20
N 2.990 -4.107 1.763 0.07 0.04 -0.03 0.23
C 1.272 -3.593 -0.540 0.05 0.26 -0.11 -0.60
O 1.135 -4.828 -0.626 0.04 0.00 0.14 -0.02
O 2.333 -2.948 -0.789 -0.45 -0.07 0.03 -0.08
H -0.607 -0.840 -0.611 0.12 0.09 0.11 -0.04
H 0.039 -1.710 -1.856 -0.11 -0.01 0.02 0.05
H 0.455 -2.297 0.934 -0.06 -0.18 0.07 0.09
H -1.681 -3.670 -0.735 0.02 -0.10 0.01 0.12
H -1.911 -2.656 0.680 0.01 0.01 -0.07 0.09
H -0.620 -5.400 0.606 -0.01 -0.01 0.02 0.09
H -2.189 -4.997 1.299 -0.01 0.02 0.01 0.11
H -0.718 -5.262 3.165 -0.02 -0.01 -0.02 0.12
H -1.088 -3.558 3.022 -0.04 -0.03 -0.01 0.12
H 1.030 -3.023 2.709 0.00 -0.03 0.01 0.05
H 0.768 -6.391 1.909 -0.02 -0.01 0.00 0.10
H 2.164 -6.364 1.004 -0.03 0.00 -0.03 0.12
H 2.926 -3.115 1.549 -0.03 -0.01 -0.06 0.09
H 3.591 -4.582 1.106 0.02 -0.02 0.04 0.13
C -0.636 3.151 2.210 -0.02 -0.03 0.01 -0.22
Si -1.288 3.496 0.485 0.16 0.01 0.12 0.25
C -0.043 4.512 -0.461 -0.01 -0.01 -0.02 -0.22
C -2.832 4.563 0.647 -0.08 -0.06 -0.05 -0.21
As -1.493 1.370 -0.500 -0.47 0.37 -0.05 0.85
Si -3.389 0.540 0.608 0.04 -0.14 0.18 0.25
C -2.678 -0.274 2.160 0.06 0.04 0.01 -0.24
C -4.232 -0.821 -0.388 0.00 0.00 -0.03 -0.23
C -4.780 1.654 1.219 -0.01 0.03 -0.06 -0.23
Si -2.320 1.853 -2.650 0.00 0.00 -0.10 0.26
C -2.933 0.257 -3.434 -0.01 -0.02 0.04 -0.22
C -0.911 2.476 -3.703 0.00 -0.01 0.05 -0.20
C -3.738 3.093 -2.717 0.01 0.03 0.05 -0.22
H -0.300 4.074 2.691 -0.01 -0.01 0.00 0.03
H 0.210 2.463 2.149 0.02 0.02 -0.01 0.02
H -1.400 2.695 2.846 0.00 0.01 0.00 0.01
H -0.039 5.533 -0.067 0.05 -0.02 0.00 0.03
H -0.266 4.562 -1.528 -0.03 0.04 -0.01 0.02
H 0.948 4.071 -0.356 0.01 -0.03 0.01 -0.01
H -2.528 5.488 1.147 -0.02 0.00 -0.01 0.03
H -3.626 4.104 1.235 0.05 0.02 0.00 0.00
H -3.248 4.830 -0.326 0.02 0.00 0.01 0.01
H -1.755 -0.817 1.940 -0.03 -0.01 -0.01 -0.01
H -3.399 -0.967 2.606 0.01 0.02 0.01 0.03
H -2.419 0.479 2.909 -0.02 0.00 0.00 0.02
H -3.548 -1.398 -1.012 0.03 0.00 0.04 0.01
H -5.006 -0.407 -1.039 0.01 -0.01 0.00 0.02
H -4.715 -1.507 0.314 -0.03 0.00 -0.04 0.03
H -4.455 2.294 2.041 0.00 -0.03 0.00 0.01
H -5.587 1.013 1.591 -0.01 0.02 0.01 0.03
H -5.187 2.294 0.434 0.00 -0.02 0.00 0.02
H -2.222 -0.555 -3.268 0.01 0.01 -0.02 0.02
H -3.010 0.411 -4.515 -0.01 -0.01 0.01 0.03
H -3.911 -0.054 -3.063 0.03 0.01 -0.02 0.01
H -0.252 1.648 -3.977 0.02 -0.02 -0.01 0.03
H -0.278 3.213 -3.210 0.00 0.03 0.01 0.01
H -1.313 2.923 -4.618 0.03 -0.03 -0.02 0.04
H -4.536 2.858 -2.009 0.01 -0.02 -0.01 0.01
H -4.163 3.092 -3.726 0.00 0.02 0.01 0.03
H -3.388 4.106 -2.504 0.00 -0.01 0.00 0.01

=====

3.
88
Properties=species:S:1:pos:R:3:forces:R:3:lowdin_charge:R:1 method="wB97M-V/def2-TZVPD" largest_force_ev_per_a=2.4 e_homo_ev="-14.18 / -14.26" lumo_energy_ev="-8.98 / -8.96" e_tot_ev=-75776.190 total_charge=+2 orbital_gap_ev="5.20 / 5.30"
Au -0.082 -0.584 -1.471 0.77 0.37 -0.16 0.98
C 2.964 -3.475 -3.403 -0.40 0.01 0.88 -0.14
Si 2.458 -2.541 -1.821 2.11 0.73 -0.36 0.55
C 2.937 -3.169 -0.084 -0.33 -0.01 -0.81 -0.13
C 3.117 -0.763 -2.075 -0.39 -0.80 0.22 -0.17
N 0.670 -2.434 -1.793 -2.23 -0.96 -0.02 -0.05
C -0.137 -3.472 -1.612 1.18 1.38 -0.45 -0.22
C 0.336 -4.809 -1.557 -0.13 -1.60 0.43 0.02
C -0.479 -5.855 -1.222 1.66 0.28 -0.46 0.00
C -1.819 -5.634 -0.888 -0.59 1.13 0.04 0.05
C -2.351 -4.367 -1.003 -0.44 -0.39 0.31 0.04
C -1.563 -3.307 -1.442 -1.57 1.72 -0.27 -0.11
O -2.028 -2.075 -1.708 0.86 -2.27 0.25 0.00
C -3.357 -1.712 -1.666 -1.90 0.53 0.08 -0.23
C -4.389 -2.507 -2.168 0.61 0.05 -0.04 -0.01
C -5.692 -2.054 -2.077 -0.05 0.04 0.02 -0.04
C -5.976 -0.826 -1.500 0.20 0.06 0.01 -0.04
C -4.938 -0.009 -1.065 -0.18 -0.14 -0.08 -0.04
C -3.630 -0.440 -1.162 0.63 -0.45 0.00 0.01
H 4.030 -3.342 -3.556 0.23 0.09 0.05 0.05
H 2.455 -3.065 -4.271 -0.11 0.16 -0.02 0.05
H 2.773 -4.542 -3.381 -0.01 -0.24 -0.02 0.03
H 3.952 -2.883 0.172 0.15 0.13 -0.11 0.04
H 2.885 -4.251 -0.014 -0.04 -0.22 0.03 0.03
H 2.268 -2.754 0.668 -0.11 0.13 0.05 0.03
H 4.001 -0.601 -1.468 0.24 -0.02 0.15 0.04
H 2.383 -0.009 -1.805 -0.01 0.13 0.04 -0.04
H 3.395 -0.598 -3.111 -0.01 0.00 -0.21 0.04
H 1.373 -4.984 -1.766 0.26 -0.13 -0.01 0.09
H -0.069 -6.850 -1.166 0.05 -0.12 -0.05 0.13
H -2.429 -6.447 -0.533 -0.15 -0.11 0.07 0.14
H -3.379 -4.193 -0.722 0.02 0.05 -0.11 0.13
H -4.165 -3.442 -2.661 -0.07 -0.07 -0.04 0.13
H -6.488 -2.665 -2.471 -0.08 -0.07 -0.03 0.12
H -6.998 -0.496 -1.409 -0.12 0.05 -0.03 0.12
H -5.155 0.966 -0.656 0.02 0.09 0.04 0.12
H -2.796 0.169 -0.845 -0.03 0.15 0.12 0.08
C -2.846 1.562 2.432 0.38 -0.20 0.02 -0.02
C -1.770 0.789 3.173 -0.64 -0.06 0.36 -0.41
C -1.736 1.118 4.654 0.13 -0.17 -0.31 -0.02
O -0.475 1.171 2.621 0.47 -0.04 -0.26 -0.19
P 0.316 0.206 1.670 0.22 -0.23 0.56 0.46
O -0.528 -0.667 0.813 -0.20 0.14 0.15 -0.33
C 1.365 1.425 0.808 -0.97 -0.28 -0.11 -0.18
P 0.297 2.287 -0.407 1.07 0.68 -0.49 0.49
O -0.700 1.398 -1.085 -0.19 -0.19 -0.06 -0.37
O -0.451 3.446 0.301 -0.07 -0.27 -0.06 -0.15
C 0.320 4.583 0.818 0.22 0.68 0.34 -0.42
C -0.071 5.821 0.032 0.10 -0.40 -0.02 -0.02
C 0.044 4.710 2.307 0.06 -0.18 -0.32 -0.02
O 1.342 2.905 -1.425 -0.38 -0.11 0.97 -0.17
C 1.345 2.522 -2.822 0.04 -0.38 -0.98 -0.45
C 0.275 3.292 -3.572 0.05 -0.09 0.33 -0.03
C 2.745 2.774 -3.357 -0.30 0.00 0.29 -0.03
O 1.221 -0.780 2.493 -0.08 0.19 -0.23 -0.18
C 2.116 -0.374 3.558 0.48 0.01 0.45 -0.43
C 3.547 -0.479 3.052 -0.38 0.09 0.05 -0.03
C 1.852 -1.296 4.737 -0.10 0.27 -0.29 -0.02
H -3.824 1.256 2.792 -0.13 -0.01 0.02 0.10
H -2.780 1.374 1.363 -0.05 -0.04 -0.12 0.06
H -2.720 2.628 2.602 -0.02 0.15 0.03 0.09
H -1.897 -0.289 3.006 0.00 0.17 0.09 0.14
H -1.544 2.178 4.792 -0.02 0.13 0.02 0.09
H -0.952 0.557 5.157 0.01 -0.06 0.09 0.07
H -2.693 0.873 5.105 -0.07 -0.03 0.08 0.10
H 2.187 0.927 0.296 -0.03 -0.01 -0.09 0.07
H 1.772 2.138 1.527 -0.03 0.03 0.02 0.09
H 1.380 4.368 0.640 -0.04 0.04 0.06 0.13
H -1.127 6.035 0.162 -0.14 0.02 0.04 0.10
H 0.131 5.669 -1.025 0.02 0.06 -0.11 0.08
H 0.506 6.673 0.379 0.06 0.07 0.04 0.10
H -0.968 5.070 2.467 -0.14 0.03 0.05 0.09
H 0.739 5.421 2.748 0.02 0.06 0.01 0.10
H 0.154 3.750 2.806 0.05 -0.05 0.07 0.07
H 1.100 1.443 -2.863 0.21 0.41 -0.08 0.09
H 0.447 4.362 -3.480 0.05 0.10 -0.05 0.09
H -0.705 3.060 -3.157 -0.08 0.02 -0.12 0.08
H 0.296 3.018 -4.623 -0.04 0.00 -0.09 0.10
H 2.949 3.841 -3.376 0.03 0.13 0.00 0.09
H 2.829 2.393 -4.370 -0.01 -0.06 -0.13 0.09
H 3.493 2.293 -2.734 0.10 -0.10 0.05 0.08
H 1.884 0.664 3.827 0.01 -0.11 0.03 0.14
H 3.761 -1.506 2.766 0.06 -0.12 -0.01 0.08
H 4.233 -0.183 3.840 0.11 0.02 0.05 0.10
H 3.709 0.166 2.191 0.07 0.07 -0.07 0.07
H 2.011 -2.331 4.443 0.08 -0.08 -0.03 0.09
H 0.823 -1.195 5.074 -0.06 0.01 0.10 0.07
H 2.522 -1.049 5.554 0.04 0.00 0.12 0.10